{
  "formula": "C13H10BF4IN4O2S2Sn",
  "method": "the ωB97M-V functional and the def2-TZVPD basis",
  "homo_lumo_gap_ev": [5.71, 4.21],
  "total_charge": 2,
  "spin_multiplicity": 1,
  "energy_ev": -70839.2064,
  "species": ["Sn", "N", "C", "N", "C", "C", "S", "C", "C", "S", "C", "N", "N", "H", "H", "H", "H", "H", "H", "I", "C", "C", "C", "C", "C", "C", "C", "O", "O", "H", "H", "H", "H", "F", "B", "F", "F", "F"],
  "coordinates": [[0.33012, 1.32519, -0.13160], [-2.13053, 4.45575, -1.07472], [-2.48505, 3.86299, 0.04678], [-1.77574, 2.93743, 0.66587], [-2.43551, 2.47077, 1.74427], [-3.66857, 3.10071, 2.00507], [-4.01124, 4.25973, 0.84378], [-1.91610, 1.39309, 2.51910], [-2.54829, 0.89154, 3.63466], [-1.70328, -0.42986, 4.26542], [-0.52396, -0.26539, 2.97462], [-0.74546, 0.74839, 2.16277], [0.49267, -1.11515, 2.89328], [-1.36211, 4.06999, -1.60546], [-2.72650, 5.12821, -1.53053], [-4.35649, 2.90379, 2.81148], [-3.45489, 1.24045, 4.10099], [0.56805, -1.87920, 3.54248], [1.05043, -1.13709, 2.04548], [5.36257, -5.59853, -2.83803], [4.17579, -4.10602, -2.21392], [3.09446, -3.69333, -3.03110], [2.31076, -2.65498, -2.60556], [2.57521, -2.03979, -1.36908], [3.63668, -2.45982, -0.55324], [4.44821, -3.48292, -0.96909], [1.70720, -0.88104, -0.96326], [1.37188, -0.07644, -1.84233], [1.34563, -0.76283, 0.25173], [2.90562, -4.18427, -3.97563], [1.49322, -2.28809, -3.21169], [3.81414, -1.96767, 0.39317], [5.28201, -3.81470, -0.36622], [-3.29824, 1.29039, -1.36829], [-2.10585, 0.81413, -1.82167], [-2.11761, -0.10966, -2.78800], [-1.40971, 0.17147, -0.57833], [-1.18953, 1.88272, -2.06320]]
}